Here is a cluster of 3 separate species, C27H33BClF22N3O9PS2 in total from the Open Molecules 2025 dataset. Energies are from the ωB97M-V functional and the def2-TZVPD basis.

Computed properties:
spin multiplicity	1
HOMO	-12.001	eV
net charge	+1
total energy	-5709.75829	hartree
orbital gap	0.289	Eh

Last column: Löwdin charge in e.
Atoms and positions in Å:
C  -4.4045  -1.0294  0.5448  0.036
B  -3.0477  -1.6014  1.0183  -0.431
O  -2.8461  -2.9198  1.3836  0.131
C  -1.7104  -0.7056  1.0078  -0.235
O  -1.9369  0.5119  0.3274  -0.023
C  -0.8589  1.3670  0.0487  -0.321
C  -1.3787  2.2769  -1.0842  0.039
C  -0.3607  2.7801  -2.0838  -0.451
O  -0.4317  2.6169  -3.2439  0.198
F  0.6526  3.4816  -1.5278  0.121
C  -0.3484  2.1088  1.3192  -0.336
F  0.0403  1.1709  2.2218  0.119
F  0.7584  2.7916  0.9767  0.154
C  -1.2280  3.1564  2.0932  -0.323
F  -1.3511  4.2287  1.3082  0.176
F  -0.4632  3.4783  3.1469  0.166
C  -2.6235  2.7114  2.6839  -0.317
F  -2.5539  1.3805  2.8810  0.155
F  -2.7734  3.3120  3.8665  0.190
C  -3.9024  3.0549  1.8607  -0.336
F  -3.8481  2.3772  0.6976  0.156
F  -3.9042  4.3616  1.6007  0.185
C  -5.2311  2.7111  2.6219  -0.350
F  -5.5604  3.7718  3.3610  0.189
F  -5.0217  1.6493  3.4168  0.168
C  -6.4167  2.3975  1.6669  -0.330
F  -6.1397  1.2517  1.0150  0.125
F  -6.4823  3.3844  0.7694  0.185
C  -7.8069  2.2644  2.4034  -0.343
F  -8.5366  3.3454  2.1224  0.184
F  -7.6261  2.1922  3.7295  0.171
C  -8.6277  1.0132  1.9778  -0.546
F  -8.8298  1.0251  0.6584  0.190
F  -9.7993  1.0341  2.6014  0.203
F  -7.9796  -0.1097  2.3130  0.176
N  0.2931  0.5864  -0.4766  0.181
C  -0.0358  -0.7688  -0.6961  -0.330
N  0.2697  -1.3021  -1.8494  0.147
C  1.0791  -0.6061  -2.8851  -0.019
C  2.5332  -1.1440  -2.9609  -0.423
C  3.5378  -0.1401  -2.3891  -0.017
O  2.8692  -1.4025  -4.3001  -0.025
C  -0.2168  -2.6637  -2.1968  -0.440
F  0.3461  -3.0089  -3.3477  0.191
F  0.1461  -3.5567  -1.2721  0.137
C  -1.7494  -2.6822  -2.3740  -0.288
F  -2.0995  -3.9180  -2.7362  0.142
F  -2.0461  -1.8139  -3.3608  0.122
N  -0.6469  -1.5117  0.2837  -0.121
P  0.5066  -2.1891  1.5784  0.690
O  0.0746  -3.7216  1.5311  -0.302
Cl  2.2751  -2.1521  0.5369  0.384
H  -5.2274  -1.7350  0.6781  0.088
H  -4.6129  -0.0978  1.0885  0.055
H  -4.3547  -0.7356  -0.5145  0.096
H  -2.8609  -3.1463  2.3220  0.133
H  -1.3870  -0.5386  2.0439  0.112
H  -2.0534  1.6426  -1.6691  0.152
H  -1.9790  3.1082  -0.7109  0.133
H  1.0971  0.5937  0.1551  0.142
H  0.5798  -0.7406  -3.8437  0.146
H  1.0598  0.4480  -2.6276  0.109
H  2.5996  -2.0689  -2.3702  0.103
H  4.4213  -0.6552  -2.0048  0.090
H  3.1157  0.4597  -1.5734  0.068
H  3.8507  0.5426  -3.1834  0.099
H  2.6962  -2.3322  -4.4882  0.064
H  -2.2911  -2.3957  -1.4699  0.154
H  -0.5932  -3.9406  0.8604  0.063
C  3.3770  5.1331  5.2379  -0.213
C  2.3685  4.0430  4.8477  -0.217
C  2.9000  3.3602  3.5852  -0.235
S  4.6935  3.5121  3.6484  0.660
O  5.1180  4.3363  2.5473  -0.314
O  5.2801  2.2134  3.8537  -0.323
C  4.7519  4.4749  5.1594  -0.225
H  3.1821  5.5298  6.2326  0.117
H  3.3250  5.9623  4.5295  0.122
H  2.2899  3.3141  5.6569  0.120
H  1.3744  4.4532  4.6783  0.100
H  2.6555  2.3013  3.5355  0.094
H  2.5687  3.8614  2.6772  0.093
H  5.5833  5.1719  5.0889  0.110
H  4.9152  3.7764  5.9797  0.109
C  4.7211  -6.8850  -4.8340  -0.216
C  5.4109  -6.1854  -6.0138  -0.206
C  5.2338  -4.6747  -5.8165  -0.209
S  5.1221  -4.4227  -4.0393  0.684
O  3.8026  -3.9093  -3.7204  -0.339
O  6.2733  -3.7196  -3.5463  -0.304
C  5.1879  -6.1504  -3.5812  -0.225
H  4.9725  -7.9429  -4.7862  0.118
H  3.6364  -6.8026  -4.9311  0.119
H  6.4731  -6.4346  -6.0178  0.120
H  4.9963  -6.5011  -6.9693  0.117
H  6.0718  -4.0860  -6.1809  0.108
H  4.3079  -4.3073  -6.2548  0.105
H  4.5613  -6.3030  -2.7058  0.108
H  6.2274  -6.3732  -3.3421  0.112

---

Here is a cluster of 7 separate species, C50H61IN7O13P in total at a distorted geometry from the Open Molecules 2025 dataset. Energies are from the ωB97M-V functional and the def2-TZVPD basis.

Computed properties:
spin multiplicity	1
HOMO	-8.047	eV
structure (SMILES)	CC(C)C[PH](CC=O)(CCCCCN)C[C@@H](C)I.O=[N+]([O-])c1ccccc1.O=[N+]([O-])c1ccccc1.O=[N+]([O-])c1ccccc1.O=[N+]([O-])c1ccccc1.O=[N+]([O-])c1ccccc1.O=[N+]([O-])c1ccccc1
net charge	0
total energy	-3941.67742	hartree
orbital gap	0.265	Eh

Last column: Löwdin charge in e.
Atoms and positions in Å:
C  -0.2933  -0.2411  5.2731  -0.073
C  0.2829  -0.0856  3.8371  -0.432
C  0.5047  1.4222  3.6252  -0.077
C  -0.7198  -0.7806  2.9016  -0.240
P  -0.3076  -0.8372  1.0778  0.884
C  -1.5323  0.6848  0.7936  -0.269
C  -1.6001  1.1180  -0.6185  -0.364
O  -2.4414  0.7636  -1.3741  0.014
C  -1.4293  -1.8615  -0.0010  -0.255
C  -0.9068  -2.2120  -1.4137  -0.212
C  0.0948  -1.2636  -2.0901  -0.217
C  1.2791  -1.9979  -2.7198  -0.208
C  0.8507  -3.0775  -3.7235  -0.268
N  1.2857  -4.4356  -3.3563  0.004
C  0.8188  -2.3726  1.2813  -0.382
C  2.2424  -2.0537  1.8123  -0.799
C  2.4772  -2.8624  3.0962  -0.199
I  3.7536  -2.6778  0.4129  0.888
H  0.5316  -0.1654  5.9713  0.077
H  -0.6950  -1.2437  5.3527  0.070
H  -1.0595  0.4937  5.4746  0.076
H  1.2628  -0.5485  3.8794  0.098
H  -0.2980  1.9793  4.0966  0.080
H  0.6331  1.7325  2.5927  0.027
H  1.4033  1.7044  4.1670  0.081
H  -0.8675  -1.7791  3.2968  0.084
H  -1.6704  -0.2811  3.0316  0.088
H  0.7722  -0.0548  0.5768  0.065
H  -2.5444  0.4198  1.0791  0.083
H  -1.2618  1.5564  1.3894  0.060
H  -0.8021  1.7755  -0.9993  0.113
H  -1.5708  -2.7995  0.5328  0.080
H  -2.4222  -1.4538  -0.0936  0.073
H  -0.4557  -3.1980  -1.3727  0.064
H  -1.7670  -2.3181  -2.0613  0.112
H  -0.4075  -0.7631  -2.9115  0.109
H  0.5087  -0.4714  -1.4697  0.075
H  1.8174  -1.2439  -3.2879  0.103
H  1.9608  -2.3812  -1.9666  0.024
H  -0.2166  -3.0528  -3.9088  0.106
H  1.3195  -2.8409  -4.6755  0.093
H  0.4978  -5.0262  -3.1371  0.049
H  1.9078  -4.3906  -2.5634  0.035
H  0.9591  -2.9244  0.3571  0.015
H  0.3125  -3.0516  1.9529  0.067
H  2.3284  -0.9926  2.0063  0.043
H  3.2123  -2.3632  3.7226  0.072
H  2.7597  -3.8828  2.8824  0.051
H  1.5654  -2.9013  3.6816  0.063
O  -1.7631  -6.0840  0.5122  0.088
N  -0.6740  -6.1398  -0.0267  -0.325
O  0.0033  -5.1695  -0.3224  0.046
C  -0.1291  -7.4668  -0.3490  -0.144
C  -0.8782  -8.5937  -0.0642  -0.004
C  -0.3662  -9.8389  -0.3892  -0.064
C  0.8827  -9.9440  -0.9876  -0.063
C  1.6265  -8.8036  -1.2587  -0.052
C  1.1194  -7.5551  -0.9393  0.000
H  -1.8492  -8.5119  0.4016  0.119
H  -0.9427  -10.7291  -0.1778  0.109
H  1.2777  -10.9183  -1.2442  0.110
H  2.6005  -8.8873  -1.7216  0.106
H  1.6967  -6.6670  -1.1520  0.109
O  7.7908  -8.8557  -2.1640  0.080
N  6.7982  -8.1549  -2.1069  -0.348
O  5.6582  -8.5728  -2.0009  0.063
C  6.9865  -6.6965  -2.1731  -0.145
C  8.2617  -6.1843  -2.3286  -0.003
C  8.4292  -4.8112  -2.4116  -0.064
C  7.3274  -3.9694  -2.3348  -0.064
C  6.0562  -4.5008  -2.1699  -0.085
C  5.8814  -5.8716  -2.0887  0.000
H  9.1187  -6.8389  -2.3882  0.119
H  9.4200  -4.3971  -2.5388  0.108
H  7.4598  -2.8974  -2.4044  0.110
H  5.1943  -3.8487  -2.1085  0.059
H  4.8908  -6.2831  -1.9631  0.114
O  0.0976  3.7053  0.4975  0.075
N  0.8885  3.9744  1.3825  -0.326
O  1.7428  3.2127  1.7999  0.045
C  0.8013  5.3043  1.9983  -0.142
C  -0.1813  6.1819  1.5765  0.000
C  -0.2719  7.4271  2.1769  -0.061
C  0.6168  7.7814  3.1837  -0.064
C  1.6023  6.8917  3.5888  -0.060
C  1.6972  5.6448  2.9948  -0.001
H  -0.8729  5.9067  0.7937  0.120
H  -1.0385  8.1214  1.8615  0.110
H  0.5403  8.7527  3.6546  0.110
H  2.2960  7.1698  4.3710  0.104
H  2.4648  4.9545  3.3138  0.118
O  -8.4634  1.9680  0.8844  0.066
N  -8.8030  1.8288  -0.2775  -0.353
O  -9.9566  1.8547  -0.6673  0.069
C  -7.7462  1.6131  -1.2781  -0.153
C  -6.4274  1.5443  -0.8640  -0.001
C  -5.4334  1.3207  -1.8045  -0.052
C  -5.7713  1.1731  -3.1437  -0.054
C  -7.0985  1.2529  -3.5461  -0.068
C  -8.0954  1.4740  -2.6095  -0.003
H  -6.1678  1.6596  0.1782  0.116
H  -4.3956  1.2575  -1.4958  0.071
H  -4.9956  0.9935  -3.8774  0.111
H  -7.3558  1.1394  -4.5898  0.083
H  -9.1275  1.5339  -2.9225  0.118
O  3.7390  7.9526  7.6242  0.072
N  4.8211  7.8235  7.0800  -0.351
O  5.5817  8.7369  6.8202  0.079
C  5.2343  6.4624  6.7007  -0.152
C  4.3790  5.4045  6.9474  -0.010
C  4.7585  4.1273  6.5680  -0.067
C  5.9864  3.9217  5.9534  -0.070
C  6.8387  4.9930  5.7216  -0.063
C  6.4633  6.2733  6.0956  -0.003
H  3.4226  5.5585  7.4255  0.119
H  4.0955  3.2923  6.7494  0.108
H  6.2795  2.9241  5.6532  0.108
H  7.7959  4.8308  5.2452  0.109
H  7.1250  7.1069  5.9121  0.120
O  -6.5522  2.3815  -6.5339  0.066
N  -7.5401  3.0933  -6.5615  -0.342
O  -8.6855  2.6889  -6.4781  0.078
C  -7.3344  4.5425  -6.7023  -0.144
C  -6.0473  5.0311  -6.8313  -0.002
C  -5.8586  6.3946  -6.9846  -0.065
C  -6.9517  7.2502  -7.0031  -0.072
C  -8.2368  6.7443  -6.8631  -0.065
C  -8.4332  5.3816  -6.7120  -0.002
H  -5.1972  4.3650  -6.8164  0.120
H  -4.8580  6.7904  -7.0922  0.108
H  -6.8015  8.3147  -7.1280  0.107
H  -9.0870  7.4125  -6.8747  0.109
H  -9.4331  4.9873  -6.6055  0.120